Density functional theory data (ωB97M-V/def2-TZVPD) for a single C2H3BrO2 molecule in a non-equilibrium geometry.

Calculated values
relative energy (zero: lowest compared OMol25 entry of this formula, charge and spin)	5.258	eV
LUMO (alpha / beta)	-0.40 / -0.40	eV
HOMO energy (alpha / beta)	-9.03 / -9.03	eV
gap between HOMO and LUMO (alpha / beta)	8.6 / 8.6	eV

ORCA input file:
```
! RIJCOSX wB97M-V def2-TZVPD def2/J DEFGRID3
* xyz 0 1
C -0.64802 -0.08536 0.02402
C 0.67220 0.53430 -0.02900
O 0.02166 -2.18876 0.25027
O -0.97623 -1.32024 0.16561
Br -2.18260 0.93896 0.00208
H 0.85198 0.89616 -1.14759
H 1.49990 -0.28921 0.15102
H 0.76111 1.51417 0.58358
*
```


Density functional theory data (ωB97M-V/def2-TZVPD) for 2 unconnected molecules or ions with the total composition C2H3BrO2P in a non-equilibrium geometry.

Calculated values
relative energy (zero: lowest compared OMol25 entry of this formula, charge and spin)	7.129	eV
LUMO (alpha / beta)	2.58 / 2.57	eV
HOMO energy (alpha / beta)	-4.18 / -4.18	eV
gap between HOMO and LUMO (alpha / beta)	6.8 / 6.7	eV

ORCA input file:
```
! RIJCOSX wB97M-V def2-TZVPD def2/J DEFGRID3
* xyz -1 1
C 0.54956 -1.48666 0.08212
C 0.54939 -0.23650 -0.27932
O -0.82065 0.88143 1.81290
O -2.49778 0.89678 -1.72356
P -0.55338 0.97473 0.36913
Br 0.41253 3.09371 0.30859
H 1.03054 -2.28691 -0.49583
H 0.17146 -1.79945 0.98642
H 1.15834 -0.03713 -1.06045
*
```


Density functional theory data (ωB97M-V/def2-TZVPD) for 2 unconnected molecules or ions with the total composition C2H3BrO3S in a non-equilibrium geometry.

Calculated values
relative energy (zero: lowest compared OMol25 entry of this formula, charge and spin)	0.857	eV
LUMO (alpha / beta)	0.57 / -3.81	eV
HOMO energy (alpha / beta)	-9.25 / -10.98	eV
<S²>	2.007
gap between HOMO and LUMO (alpha / beta)	9.8 / 7.2	eV

ORCA input file:
```
! RIJCOSX wB97M-V def2-TZVPD def2/J DEFGRID3
* xyz 0 3
C 0.01554 0.84317 -0.78778
C 0.23159 -0.57880 -0.66684
O 1.66952 -0.34528 1.59916
O -0.65155 -0.78970 2.01283
O -0.06853 1.19299 0.58758
S 0.33197 -0.27414 1.10417
Br -2.24852 -1.57430 -0.31274
H 0.70856 1.56787 -1.15696
H -0.84443 1.20992 -1.14757
H 0.85585 -1.25173 -1.23185
*
```


Density functional theory data (ωB97M-V/def2-TZVPD) for a single C2H3BrOS molecule in a non-equilibrium geometry.

Calculated values
relative energy (zero: lowest compared OMol25 entry of this formula, charge and spin)	0.988	eV
LUMO	-0.70	eV
HOMO energy	-9.17	eV
gap between HOMO and LUMO	8.5	eV

ORCA input file:
```
! RIJCOSX wB97M-V def2-TZVPD def2/J DEFGRID3
* xyz 0 1
O 0.41737 -0.97259 -0.85772
C 0.49248 0.19044 -0.24285
C 1.96283 0.66074 -0.09443
S 2.40699 2.22552 -0.14753
Br 3.18919 -0.72753 0.21083
H 0.65362 -0.69536 -1.79150
H 0.12350 1.06598 -0.81501
H -0.01505 0.17566 0.71020
*
```


Density functional theory data (ωB97M-V/def2-TZVPD) for a single C2H3BrS molecule in a non-equilibrium geometry.

Calculated values
relative energy (zero: lowest compared OMol25 entry of this formula, charge and spin)	1.108	eV
LUMO	0.66	eV
HOMO energy	-9.17	eV
gap between HOMO and LUMO	9.8	eV

ORCA input file:
```
! RIJCOSX wB97M-V def2-TZVPD def2/J DEFGRID3
* xyz 0 1
Br 2.74071 -0.05494 0.01914
C 0.94893 0.29382 -0.49378
C -0.07810 0.23748 0.48905
S 0.29122 1.92066 0.02514
H 0.93991 0.03735 -1.80153
H -1.07862 -0.17709 0.32306
H 0.09256 -0.21210 1.42849
*
```


Density functional theory data (ωB97M-V/def2-TZVPD) for a single C2H3BrS2 molecule in a non-equilibrium geometry.

Calculated values
relative energy (zero: lowest compared OMol25 entry of this formula, charge and spin)	0.000	eV
LUMO	-0.45	eV
HOMO energy	-8.93	eV
gap between HOMO and LUMO	8.5	eV

ORCA input file:
```
! RIJCOSX wB97M-V def2-TZVPD def2/J DEFGRID3
* xyz 0 1
S 1.60470 -1.31284 -0.68809
C 0.23999 -0.45226 -0.89633
S 0.16883 1.20779 -1.36783
C -1.11714 -1.15647 -0.67192
Br -2.51447 0.04701 -0.16674
H 1.49500 1.75540 -1.51802
H -0.85273 -1.74669 0.14816
H -1.30624 -1.70230 -1.58643
*
```


Density functional theory data (ωB97M-V/def2-TZVPD) for a molecular structure, C2H3Cl2NO3 in a non-equilibrium geometry.

Calculated values
relative energy (zero: lowest compared OMol25 entry of this formula, charge and spin)	2.328	eV
LUMO (alpha / beta)	-0.75 / -1.54	eV
HOMO energy (alpha / beta)	-9.95 / -8.59	eV
gap between HOMO and LUMO (alpha / beta)	9.2 / 7.0	eV

ORCA input file:
```
! RIJCOSX wB97M-V def2-TZVPD def2/J DEFGRID3
* xyz 0 1
C 1.03525 1.13590 -0.44921
C 0.41366 0.48187 0.77998
N -2.49358 -1.63498 0.10883
O -3.62342 -1.31719 -0.03721
O -1.80550 -2.40689 -0.47614
O 2.40815 0.91502 -0.67994
Cl 1.39503 -0.60684 1.80670
Cl -1.23929 0.13356 0.84124
H 0.90293 2.20948 -0.43685
H 0.37225 0.92011 -1.24092
H 2.63452 0.16996 -0.21647
*
```


Density functional theory data (ωB97M-V/def2-TZVPD) for a molecular structure, C2H3Cl2O2P in a non-equilibrium geometry.

Calculated values
relative energy (zero: lowest compared OMol25 entry of this formula, charge and spin)	1.707	eV
LUMO	0.31	eV
HOMO energy	-9.97	eV
gap between HOMO and LUMO	10.3	eV

ORCA input file:
```
! RIJCOSX wB97M-V def2-TZVPD def2/J DEFGRID3
* xyz 0 1
C 0.06806 1.56943 0.57684
C -0.08104 0.69061 1.61741
O 0.57801 -2.81350 -1.41000
O -0.47239 -0.52409 -1.87508
P 0.62112 -1.41409 -0.96660
Cl -0.80769 -0.89982 1.26932
Cl 0.58737 0.80935 3.10607
H -0.07246 1.17618 -0.39559
H -1.05878 -1.03102 -2.53003
H 0.63780 2.43695 0.60767
*
```


Density functional theory data (ωB97M-V/def2-TZVPD) for 2 unconnected molecules or ions with the total composition C2H3Cl2P in a non-equilibrium geometry.

Calculated values
relative energy (zero: lowest compared OMol25 entry of this formula, charge and spin)	6.552	eV
LUMO (alpha / beta)	-1.22 / -1.14	eV
HOMO energy (alpha / beta)	-9.15 / -8.83	eV
gap between HOMO and LUMO (alpha / beta)	7.9 / 7.7	eV

ORCA input file:
```
! RIJCOSX wB97M-V def2-TZVPD def2/J DEFGRID3
* xyz 0 1
C -1.02575 0.97798 -1.15451
C 0.54693 -1.61946 0.66707
P 0.31084 1.44641 -0.38534
Cl 1.97427 -0.72706 0.71539
Cl -0.62749 -1.17443 1.80703
H -0.97360 -0.00667 -1.72720
H -0.06927 -1.46183 -0.34303
H -0.13593 2.56506 0.42060
*
```


Density functional theory data (ωB97M-V/def2-TZVPD) for a single C2H3Cl2P molecule in a non-equilibrium geometry.

Calculated values
relative energy (zero: lowest compared OMol25 entry of this formula, charge and spin)	0.368	eV
LUMO	-0.65	eV
HOMO energy	-9.88	eV
gap between HOMO and LUMO	9.2	eV

ORCA input file:
```
! RIJCOSX wB97M-V def2-TZVPD def2/J DEFGRID3
* xyz 0 1
C 1.07231 -0.19741 0.34132
C 0.38528 0.58260 -0.50057
P -1.33908 0.12783 -0.84108
Cl -2.26348 0.85894 1.14335
Cl -1.38986 -1.84990 -0.38288
H 2.05691 0.14462 0.59950
H 0.59711 -1.15119 0.53871
H 0.88081 1.48451 -0.89834
*
```


Density functional theory data (ωB97M-V/def2-TZVPD) for 2 unconnected molecules or ions with the total composition C2H3Cl3N2.

Calculated values
relative energy (zero: lowest compared OMol25 entry of this formula, charge and spin)	5.740	eV
LUMO (alpha / beta)	-1.04 / -1.22	eV
HOMO energy (alpha / beta)	-8.99 / -9.29	eV
gap between HOMO and LUMO (alpha / beta)	7.9 / 8.1	eV

ORCA input file:
```
! RIJCOSX wB97M-V def2-TZVPD def2/J DEFGRID3
* xyz 0 1
C 0.08675 1.76566 -0.38147
C -0.22505 0.81288 0.50669
N 0.62186 -0.23538 0.67597
N -0.14302 -1.51950 -0.91895
Cl 0.29913 -1.18784 2.01167
Cl -1.21700 -2.50758 -0.11990
Cl 1.26792 -2.29963 -1.37433
H -0.55357 2.61080 -0.55041
H 1.00779 1.70539 -0.93312
H -1.14481 0.85520 1.08386
*
```


Density functional theory data (ωB97M-V/def2-TZVPD) for 2 unconnected molecules or ions with the total composition C2H3ClF2O in a non-equilibrium geometry.

Calculated values
relative energy (zero: lowest compared OMol25 entry of this formula, charge and spin)	0.000	eV
LUMO (alpha / beta)	0.77 / -1.92	eV
HOMO energy (alpha / beta)	-8.66 / -10.25	eV
<S²>	2.009
gap between HOMO and LUMO (alpha / beta)	9.4 / 8.3	eV

ORCA input file:
```
! RIJCOSX wB97M-V def2-TZVPD def2/J DEFGRID3
* xyz 0 3
C 1.63755 0.42628 0.17086
C -1.82419 -0.69078 -0.17067
O 0.82348 -0.34764 0.79278
F -2.44368 -1.55062 0.64870
F -1.51572 -1.19316 -1.32481
Cl -2.49370 0.91296 -0.16569
H 2.48321 0.99721 0.80933
H 1.16751 1.49161 -0.16289
H 2.16555 -0.04587 -0.59762
*
```